{
  "formula": "C25H28CoN6O",
  "method": "the ωB97M-V functional and the def2-TZVPD basis",
  "species": ["Co", "O", "N", "N", "N", "N", "N", "N", "C", "C", "C", "C", "C", "C", "C", "C", "C", "C", "C", "C", "C", "C", "C", "C", "C", "C", "C", "C", "C", "C", "C", "C", "C", "H", "H", "H", "H", "H", "H", "H", "H", "H", "H", "H", "H", "H", "H", "H", "H", "H", "H", "H", "H", "H", "H", "H", "H", "H", "H", "H", "H"],
  "coordinates": [[0.595, -1.654, 0.591], [1.494, 2.409, -3.729], [4.731, -0.894, 0.913], [2.398, -1.460, 0.546], [5.631, -0.129, 3.105], [0.718, 0.304, -4.231], [0.490, -1.923, -1.338], [-0.476, 1.663, -2.814], [0.616, -0.870, -3.478], [0.617, -0.828, -2.087], [-1.347, -2.112, 1.079], [-2.003, 2.873, -1.399], [-0.245, -3.994, 2.497], [0.437, -3.253, -3.293], [-0.459, -2.581, 2.076], [-1.484, 5.290, 1.490], [0.405, -3.124, -1.916], [5.194, -0.480, 2.098], [0.532, -2.121, -4.083], [-2.252, 3.720, -0.330], [1.328, -1.548, 3.657], [0.345, 1.086, 2.073], [-1.151, -0.704, 0.960], [-2.318, -2.916, 0.276], [0.640, 1.572, -3.600], [0.279, -1.466, 2.598], [0.361, 3.211, -1.114], [3.521, -1.158, 0.766], [-1.866, 0.211, 0.026], [-1.211, 4.332, 0.363], [-0.697, 2.615, -1.790], [0.090, 4.061, -0.050], [-0.167, -0.307, 1.916], [-0.658, -4.703, 1.783], [-2.180, -3.986, 0.414], [0.378, -4.235, -3.739], [0.814, -4.211, 2.633], [-2.237, -2.695, -0.788], [0.533, 1.554, 1.106], [-3.336, -2.670, 0.583], [0.327, -3.983, -1.263], [-1.257, 1.084, -3.077], [0.540, -2.199, -5.162], [1.984, -2.404, 3.499], [-2.128, -0.293, -0.905], [1.367, 0.293, -5.006], [1.949, -0.656, 3.683], [-0.733, -4.164, 3.460], [-2.392, 5.021, 2.029], [-1.283, 1.100, -0.209], [-2.796, 0.548, 0.490], [0.730, 0.108, -1.558], [1.380, 3.036, -1.428], [-0.408, 1.692, 2.583], [0.920, 4.531, 0.464], [1.261, 1.121, 2.656], [0.860, -1.663, 4.636], [-3.277, 3.916, -0.040], [-1.617, 6.305, 1.111], [-2.829, 2.417, -1.934], [-0.659, 5.312, 2.200]],
  "total_charge": 1,
  "multiplicity": 1,
  "homo_lumo_gap_ev": [6.4, 6.4]
}



{
  "formula": "C25H28FN4OPtS2",
  "method": "the ωB97M-V functional and the def2-TZVPD basis",
  "species": ["Pt", "S", "S", "F", "O", "N", "N", "N", "N", "C", "C", "C", "C", "C", "C", "C", "C", "C", "C", "C", "C", "C", "C", "C", "C", "C", "C", "C", "C", "C", "C", "C", "C", "C", "H", "H", "H", "H", "H", "H", "H", "H", "H", "H", "H", "H", "H", "H", "H", "H", "H", "H", "H", "H", "H", "H", "H", "H", "H", "H", "H", "H"],
  "coordinates": [[-0.090, -1.090, -0.214], [-1.623, 0.020, -1.528], [-1.739, 2.944, -1.763], [-6.755, -0.685, -0.248], [1.444, -1.851, 0.860], [0.019, 0.597, 0.827], [1.576, -0.475, -1.618], [-0.120, -2.773, -1.435], [-0.437, 1.754, 0.188], [-4.955, -2.182, -0.357], [1.612, -1.318, 4.960], [0.538, 2.093, 2.644], [1.120, 3.264, -3.426], [2.296, 2.702, -3.899], [0.515, 0.727, 2.022], [-1.473, -1.919, 1.099], [-2.895, -1.623, 0.789], [1.111, -0.307, 4.176], [1.908, -1.721, -2.337], [-4.787, -0.119, 0.896], [2.081, -2.480, 4.348], [-3.487, -0.444, 1.238], [1.472, -1.622, 2.170], [-1.152, 1.564, -0.857], [-3.650, -2.487, 0.001], [-5.496, -0.995, 0.094], [2.002, 3.248, -1.198], [3.334, 2.412, -3.020], [0.633, -2.461, -2.689], [0.955, 3.535, -2.069], [1.033, -0.417, 2.773], [3.187, 2.697, -1.670], [2.011, -2.627, 2.981], [-0.345, 4.111, -1.569], [0.846, -3.373, -3.246], [2.491, -3.280, 4.950], [-5.258, 0.792, 1.237], [2.516, -2.329, -1.666], [4.004, 2.509, -0.983], [-1.263, -2.989, 1.055], [-0.666, 4.942, -2.199], [-2.915, 0.237, 1.859], [1.897, 3.481, -0.149], [0.758, 2.844, 1.894], [-1.181, -1.546, 2.081], [-3.223, -3.432, -0.324], [2.362, -3.528, 2.496], [2.491, -1.538, -3.241], [-5.555, -2.848, -0.961], [0.296, -3.566, -0.949], [-0.282, 4.463, -0.543], [4.261, 1.994, -3.392], [-1.078, -3.029, -1.665], [1.643, -1.209, 6.034], [1.268, 2.148, 3.443], [0.316, 3.490, -4.117], [-0.017, -1.826, -3.291], [2.336, -0.221, -0.995], [0.746, 0.588, 4.658], [-0.451, 2.333, 3.042], [2.411, 2.507, -4.958], [1.404, 0.313, -2.239]],
  "total_charge": 1,
  "relative_energy_kcal_mol": 3.5,
  "multiplicity": 1,
  "homo_lumo_gap_ev": 7.8
}



{
  "formula": "C25H28IrN5O4S3",
  "method": "the ωB97M-V functional and the def2-TZVPD basis",
  "species": ["Ir", "S", "S", "S", "O", "O", "O", "O", "N", "N", "N", "N", "N", "C", "C", "C", "C", "C", "C", "C", "C", "C", "C", "C", "C", "C", "C", "C", "C", "C", "C", "C", "C", "C", "C", "C", "C", "C", "H", "H", "H", "H", "H", "H", "H", "H", "H", "H", "H", "H", "H", "H", "H", "H", "H", "H", "H", "H", "H", "H", "H", "H", "H", "H", "H", "H"],
  "coordinates": [[0.226, 0.005, 0.555], [3.095, 0.646, -0.880], [-0.153, 3.335, 0.929], [1.504, 0.682, 3.641], [2.208, 0.218, 0.348], [-0.170, -1.404, -0.897], [0.622, -0.135, 4.406], [2.752, 0.171, 3.176], [0.999, 1.129, -5.687], [0.371, -1.571, 1.830], [0.608, 1.222, 2.236], [-0.452, 1.161, -1.156], [-2.161, -1.878, 0.081], [2.188, 4.024, 5.807], [-1.908, -1.146, 1.314], [1.048, 4.559, 3.739], [1.176, -3.240, 3.284], [4.797, 2.737, -1.357], [1.619, 4.955, 4.943], [-1.599, 2.132, -3.507], [-1.661, 1.759, -1.150], [5.197, -0.419, 0.629], [2.210, 2.662, 5.499], [-1.182, -2.785, 3.160], [-2.257, 2.252, -2.292], [0.160, 0.999, -2.335], [0.532, 2.529, 2.255], [-1.555, -3.007, -1.987], [4.505, -0.450, -0.725], [-1.256, -2.047, -0.890], [-0.899, -1.856, 2.195], [-0.369, 1.483, -3.522], [1.399, -2.255, 2.335], [0.384, 1.278, -4.729], [3.742, 2.235, -0.374], [1.071, 3.208, 3.427], [-0.110, -3.480, 3.724], [1.648, 2.295, 4.300], [-1.609, -0.061, 1.075], [5.716, 0.522, 0.799], [4.117, 2.123, 0.643], [2.645, 1.940, 6.177], [-1.543, -4.026, -1.593], [-3.019, -2.410, 0.025], [2.385, -1.990, 1.982], [2.622, 4.361, 6.739], [4.100, -1.429, -0.988], [-3.225, 2.728, -2.225], [-2.548, -2.822, -2.400], [-0.292, -4.219, 4.494], [-0.807, -2.918, -2.769], [1.615, 6.001, 5.216], [2.017, -3.786, 3.687], [-2.167, 1.842, -0.197], [5.691, 2.115, -1.352], [-2.858, -0.979, 1.822], [5.099, 3.739, -1.057], [0.592, 5.288, 3.080], [2.864, 2.884, -0.363], [4.499, -0.594, 1.449], [-2.203, -2.984, 3.460], [-2.030, 2.517, -4.423], [1.090, 0.457, -2.353], [5.157, -0.146, -1.548], [4.411, 2.799, -2.375], [5.948, -1.207, 0.643]],
  "s2": 0.754,
  "total_charge": 3,
  "relative_energy_kcal_mol": 33.4,
  "multiplicity": 2,
  "homo_lumo_gap_ev": [8.0, 6.2]
}



{
  "formula": "C25H28KN3O2P",
  "method": "the ωB97M-V functional and the def2-TZVPD basis",
  "species": ["K", "P", "O", "O", "N", "N", "N", "C", "C", "C", "C", "C", "C", "C", "C", "C", "C", "C", "C", "C", "C", "C", "C", "C", "C", "C", "C", "C", "C", "C", "C", "C", "H", "H", "H", "H", "H", "H", "H", "H", "H", "H", "H", "H", "H", "H", "H", "H", "H", "H", "H", "H", "H", "H", "H", "H", "H", "H", "H", "H"],
  "coordinates": [[1.008, 0.181, 0.263], [-1.650, -1.670, -0.665], [1.028, 1.795, -1.638], [-0.391, 1.814, 2.093], [1.455, 2.622, -3.705], [-0.249, 3.511, -2.370], [-1.270, 0.773, 2.444], [-1.373, -0.040, -2.871], [1.097, 3.463, -4.840], [-4.799, -2.723, 1.786], [-1.114, 3.352, -1.215], [-2.966, -0.658, 1.572], [-1.777, 0.841, -3.861], [-2.814, -3.372, -2.609], [-3.539, 0.113, -1.841], [-2.987, -4.602, -3.226], [-3.875, -0.673, 2.621], [0.751, 2.608, -2.541], [-4.792, -1.709, 2.729], [-2.268, -5.708, -2.792], [-0.716, 4.379, -3.443], [-1.914, -3.237, -1.554], [-1.187, -4.349, -1.132], [2.446, 1.588, -3.939], [-3.935, 1.018, -2.818], [-1.995, 0.449, 1.455], [-2.965, -1.682, 0.611], [-2.256, -0.429, -1.862], [-3.060, 1.373, -3.834], [-1.369, -5.581, -1.743], [-3.888, -2.712, 0.735], [0.433, 4.734, -4.360], [-0.526, 3.208, -0.312], [-1.521, 3.891, -4.006], [-4.241, -0.178, -1.068], [-3.897, -3.522, 0.018], [-1.136, 5.276, -2.989], [-4.935, 1.430, -2.795], [2.902, 1.293, -3.000], [-1.798, 2.505, -1.339], [-0.803, -6.439, -1.405], [0.436, 2.918, -5.525], [2.007, 0.704, -4.413], [0.072, 5.312, -5.210], [-1.706, 4.258, -1.101], [-3.686, -4.697, -4.046], [2.011, 3.690, -5.388], [-5.498, -1.722, 3.548], [-3.863, 0.127, 3.349], [-3.381, 2.059, -4.608], [-2.405, -6.666, -3.274], [1.159, 5.348, -3.822], [-3.382, -2.518, -2.956], [-0.366, -0.444, -2.880], [-5.512, -3.533, 1.865], [-0.043, 2.108, 2.943], [-1.091, 1.113, -4.653], [3.218, 1.982, -4.598], [-0.477, -4.257, -0.318], [-1.905, 0.995, 0.512]],
  "total_charge": 1,
  "relative_energy_kcal_mol": 0.0,
  "multiplicity": 1,
  "homo_lumo_gap_ev": 8.6
}